No. 1
A gas-phase ion, C7H13N3O2 (charge +2). Source: the OMol25 dataset; level of theory: wB97M-V/def2-TZVPD.

Atoms and positions in Å:
1 C -1.834 -2.515 -1.173
2 C -0.677 1.817 -0.390
3 C 0.878 -1.104 0.981
4 C -1.921 0.762 -0.083
5 C 1.674 0.037 0.200
6 C 1.037 0.366 -1.106
7 C -1.275 -0.555 0.212
8 N -1.630 -1.609 -0.451
9 N -2.732 1.260 0.937
10 N 3.088 -0.406 -0.001
11 O 0.161 1.300 -1.339
12 O -0.400 -0.646 1.266
13 H -2.441 -3.348 -1.429
14 H -1.124 2.724 -0.798
15 H -0.209 2.003 0.581
16 H 0.869 -2.017 0.372
17 H 1.354 -1.306 1.944
18 H -2.498 0.678 -1.010
19 H 1.680 0.912 0.862
20 H 1.380 -0.126 -2.007
21 H -3.353 2.020 0.707
22 H -2.358 1.292 1.872
23 H 3.143 -1.225 -0.624
24 H 3.529 -0.658 0.898
25 H 3.658 0.347 -0.421

Values from the calculation:
calculated total energy: -588.4560 Ha
energy relative to the best compared isomer or geometry (same formula, charge and spin): 0.0 kJ/mol
net charge: +2
multiplicity: 3

Atomic partial charges in e from the Löwdin method, atoms 1 to 2: number 1, C, carries 0.36; number 2, C, carries -0.08

No. 2
C2H5BrNP in the gas phase. Source: the OMol25 dataset; level of theory: wB97M-V/def2-TZVPD.

Atoms and positions in Å:
1 H -0.164 3.294 -0.110
2 P -1.060 2.168 0.170
3 N 0.028 1.077 -0.207
4 C -0.365 -0.296 -0.342
5 C 0.832 -1.143 0.323
6 Br -2.210 -0.724 -0.032
7 H -0.302 -0.460 -1.350
8 H 1.402 -0.398 0.833
9 H 0.441 -1.804 1.100
10 H 1.399 -1.713 -0.385

Values from the calculation:
calculated total energy: -3049.2669 Ha
energy relative to the best compared isomer or geometry (same formula, charge and spin): 157.3 kJ/mol
net charge: 0

Atomic partial charges in e from the Löwdin method, atoms 1 to 2: number 1, H, carries -0.13; number 2, P, carries 0.78

No. 3
A molecular structure, C61H63Br3IN4O15S. Source: the OMol25 dataset; level of theory: wB97M-V/def2-TZVPD.

Atoms and positions in Å:
1 C -5.317 0.081 -0.506
2 C -4.673 -0.841 -1.570
3 S -3.352 0.013 -2.500
4 C -2.001 0.317 -1.334
5 N -0.780 -0.501 -1.541
6 C -0.109 -0.607 -2.811
7 Br -0.926 -1.551 -4.274
8 C 1.084 -0.072 -2.982
9 C 1.830 0.715 -1.935
10 Br 1.997 -0.257 -4.648
11 C -0.257 -1.119 -0.535
12 N -0.758 -1.120 0.742
13 C 0.386 -1.395 1.760
14 N -0.105 -2.511 2.508
15 I 0.455 0.412 2.971
16 C 1.535 -1.596 0.731
17 C 2.872 -2.245 1.114
18 Br 2.707 -4.013 1.953
19 C 3.623 -1.303 2.135
20 C 3.363 -1.649 3.635
21 N 0.944 -1.954 -0.570
22 O 0.676 -3.328 -0.391
23 C 0.086 -3.950 -1.549
24 C -1.056 -4.860 -1.027
25 C -1.935 -5.239 -2.229
26 C -0.378 -6.052 -0.331
27 C -1.283 -6.915 0.600
28 C -0.423 -7.259 1.856
29 C -2.546 -6.200 1.128
30 H -5.990 0.799 -0.984
31 H -4.575 0.588 0.117
32 H -5.972 -0.552 0.109
33 H -5.458 -1.069 -2.296
34 H -4.274 -1.753 -1.116
35 H -2.401 0.240 -0.321
36 H -1.698 1.364 -1.476
37 H 1.207 0.920 -1.057
38 H 2.134 1.663 -2.388
39 H 2.680 0.110 -1.600
40 H -0.899 -0.109 0.889
41 H -1.100 -2.373 2.678
42 H -0.008 -3.365 1.959
43 H 1.840 -0.551 0.535
44 H 3.526 -2.375 0.251
45 H 4.696 -1.464 1.995
46 H 3.329 -0.257 2.008
47 H 2.310 -1.842 3.854
48 H 3.626 -0.736 4.195
49 H 4.030 -2.429 4.000
50 H -0.322 -3.241 -2.277
51 H 0.858 -4.556 -2.044
52 H -1.630 -4.213 -0.350
53 H -2.301 -4.317 -2.710
54 H -2.826 -5.790 -1.911
55 H -1.380 -5.796 -2.993
56 H 0.028 -6.682 -1.138
57 H 0.496 -5.722 0.248
58 H -1.541 -7.856 0.100
59 H -0.861 -8.055 2.462
60 H -0.330 -6.319 2.422
61 H 0.600 -7.494 1.536
62 H -3.378 -6.169 0.418
63 H -2.253 -5.177 1.408
64 H -2.847 -6.667 2.072
65 C 4.484 2.269 -5.092
66 C 3.519 2.910 -5.749
67 C 3.720 4.291 -6.253
68 O 2.839 4.875 -6.849
69 C 5.035 4.928 -6.000
70 C 5.999 4.286 -5.343
71 C 5.799 2.905 -4.838
72 O 6.675 2.318 -4.240
73 H 4.356 1.263 -4.717
74 H 2.552 2.461 -5.946
75 H 5.162 5.935 -6.376
76 H 6.965 4.735 -5.148
77 C 2.476 -0.682 7.362
78 C 2.612 0.623 7.576
79 C 3.436 1.135 8.698
80 O 3.558 2.328 8.894
81 C 4.102 0.139 9.570
82 C 3.967 -1.167 9.355
83 C 3.144 -1.681 8.234
84 O 3.019 -2.870 8.033
85 H 1.879 -1.077 6.549
86 H 2.134 1.367 6.951
87 H 4.700 0.532 10.382
88 H 4.446 -1.909 9.981
89 C -6.036 1.476 4.645
90 C -5.590 0.246 4.397
91 C -4.417 0.018 3.523
92 O -4.005 -1.102 3.288
93 C -3.758 1.207 2.937
94 C -4.199 2.438 3.182
95 C -5.376 2.670 4.059
96 O -5.777 3.788 4.284
97 H -6.892 1.664 5.281
98 H -6.058 -0.636 4.816
99 H -2.901 1.013 2.303
100 H -3.729 3.319 2.762
101 C 6.443 3.158 10.409
102 C 6.579 4.464 10.623
103 C 7.403 4.978 11.745
104 O 7.526 6.168 11.942
105 C 8.069 3.980 12.617
106 C 7.933 2.674 12.403
107 C 7.109 2.162 11.282
108 O 6.985 0.969 11.084
109 H 5.845 2.765 9.598
110 H 6.101 5.206 9.997
111 H 8.666 4.374 13.430
112 H 8.410 1.931 13.029
113 C -0.824 3.925 -6.517
114 C -1.731 4.789 -6.064
115 C -2.571 4.469 -4.887
116 O -3.401 5.250 -4.468
117 C -2.363 3.153 -4.232
118 C -1.457 2.292 -4.686
119 C -0.615 2.612 -5.865
120 O 0.217 1.828 -6.282
121 H -0.200 4.140 -7.376
122 H -1.897 5.757 -6.530
123 H -2.989 2.937 -3.373
124 H -1.292 1.327 -4.225
125 C -3.164 -8.619 -5.141
126 C -4.162 -7.983 -5.750
127 C -3.964 -6.645 -6.359
128 O -4.872 -6.061 -6.910
129 C -2.609 -6.046 -6.267
130 C -1.612 -6.682 -5.660
131 C -1.810 -8.019 -5.049
132 O -0.899 -8.598 -4.495
133 H -3.289 -9.595 -4.689
134 H -5.156 -8.404 -5.827
135 H -2.483 -5.070 -6.719
136 H -0.617 -6.260 -5.582
137 C -4.060 10.419 -8.049
138 C -3.196 9.449 -8.335
139 C -2.911 8.365 -7.366
140 O -2.118 7.480 -7.629
141 C -3.626 8.398 -6.068
142 C -4.491 9.368 -5.782
143 C -4.778 10.455 -6.751
144 O -5.566 11.337 -6.492
145 H -4.281 11.221 -8.743
146 H -2.664 9.406 -9.277
147 H -3.406 7.595 -5.375
148 H -5.023 9.409 -4.840

Values from the calculation:
calculated total energy: -12127.1709 Ha
energy relative to the best compared isomer or geometry (same formula, charge and spin): 0.0 kJ/mol
net charge: +1

Atomic partial charges in e from the Löwdin method, atoms 1 to 2: number 1, C, carries -0.14; number 2, C, carries -0.49

No. 4
C11H11N3OS2 in the gas phase. Source: the OMol25 dataset; level of theory: wB97M-V/def2-TZVPD.

Atoms and positions in Å:
1 N -0.187 -1.447 -0.921
2 C -1.399 -0.851 -0.664
3 C -2.498 -1.606 -0.248
4 C -3.693 -0.999 0.076
5 C -3.833 0.378 -0.014
6 C -2.758 1.143 -0.425
7 C -1.554 0.538 -0.735
8 S -0.159 1.555 -1.208
9 C 0.311 2.172 0.457
10 C 0.303 1.037 1.442
11 O -0.558 0.923 2.284
12 N 1.287 0.082 1.365
13 C 2.403 -0.095 0.596
14 N 3.137 -1.146 0.751
15 C 4.206 -1.143 -0.078
16 C 4.311 -0.065 -0.892
17 S 2.998 1.020 -0.625
18 H -0.202 -2.434 -1.119
19 H 0.458 -0.906 -1.475
20 H -2.392 -2.679 -0.177
21 H -4.526 -1.605 0.399
22 H -4.769 0.851 0.235
23 H -2.843 2.216 -0.503
24 H 1.287 2.640 0.347
25 H -0.430 2.908 0.770
26 H 1.153 -0.679 2.025
27 H 4.889 -1.971 -0.041
28 H 5.058 0.163 -1.624

Values from the calculation:
calculated total energy: -1461.6806 Ha
energy relative to the best compared isomer or geometry (same formula, charge and spin): 9.5 kJ/mol
net charge: 0

Atomic partial charges in e from the Löwdin method, atoms 1 to 2: number 1, N, carries 0.10; number 2, C, carries -0.34

No. 5
C9H7ClN2S in the gas phase. Source: the OMol25 dataset; level of theory: wB97M-V/def2-TZVPD.

Atoms and positions in Å:
1 S -1.164 2.026 1.976
2 C -1.006 0.373 1.867
3 N -1.426 -0.549 2.775
4 C -1.124 -1.846 2.381
5 C -0.511 -1.743 1.179
6 N -0.436 -0.389 0.872
7 C 0.156 0.131 -0.317
8 C 1.265 0.968 -0.200
9 C 1.895 1.485 -1.343
10 C 1.396 1.148 -2.603
11 C 0.281 0.317 -2.724
12 C -0.340 -0.174 -1.579
13 Cl -1.746 -1.176 -1.753
14 H -1.873 -0.261 3.657
15 H -1.364 -2.732 2.963
16 H -0.103 -2.486 0.515
17 H 1.626 1.212 0.782
18 H 2.744 2.108 -1.245
19 H 1.854 1.530 -3.506
20 H -0.123 0.060 -3.695

Values from the calculation:
calculated total energy: -1315.0668 Ha
energy relative to the best compared isomer or geometry (same formula, charge and spin): 0.0 kJ/mol
net charge: 0

Atomic partial charges in e from the Löwdin method, atoms 1 to 2: number 1, S, carries 0.56; number 2, C, carries -0.84

No. 6
C7H6N4 in the gas phase. Source: the OMol25 dataset; level of theory: wB97M-V/def2-TZVPD.

Atoms and positions in Å:
1 C 3.296 0.121 -0.011
2 C 1.778 0.049 0.150
3 N 1.556 -1.336 0.261
4 N 0.429 -1.640 0.008
5 C -0.659 -0.866 -0.005
6 N -1.825 -1.599 -0.111
7 C -2.856 -0.776 0.009
8 C -2.719 0.617 0.216
9 C -1.566 1.314 0.066
10 C -0.474 0.483 -0.025
11 N 0.799 0.963 -0.156
12 H 3.793 1.087 -0.679
13 H 3.564 -0.633 -0.753
14 H 3.821 0.080 1.025
15 H -3.802 -1.342 -0.209
16 H -3.742 0.993 0.008
17 H -1.393 2.482 0.207

Values from the calculation:
calculated total energy: -489.2395 Ha
energy relative to the best compared isomer or geometry (same formula, charge and spin): 309.7 kJ/mol
net charge: 0

Atomic partial charges in e from the Löwdin method, atoms 1 to 2: number 1, C, carries -0.07; number 2, C, carries -0.29